# 1
Below is a structure of composition C5H12GdO3 in a non-equilibrium geometry, with properties calculated with ωB97M-V/def2-TZVPD.

Calculated values
Gap between HOMO and LUMO (spin up / spin down) (eV): 5.931 / 10.695
ΔE to the lowest compared entry with this formula, charge and spin (kJ/mol): 46.57
Strongest force on any atom (eV Å⁻¹): 4.80
LUMO (spin up / spin down) (eV): -10.90 / -8.71
HOMO (spin up / spin down) (eV): -16.83 / -19.41
DFT total energy (eV): -32334.974

ORCA input file:
```
! wB97M-V def2-TZVPD RIJCOSX def2/J DEFGRID3
* xyz 2 9
H 3.02 -1.25 2.35
H 1.60 0.64 2.96
H 1.01 0.02 1.38
H 5.75 -0.89 2.42
O 2.11 1.78 1.32
C 5.51 0.00 1.81
H 7.44 0.88 1.67
O 4.19 0.46 2.16
H 1.16 3.61 1.46
C 0.94 2.58 1.14
H 0.13 2.28 1.94
Gd 4.17 2.62 1.56
H -0.05 4.21 -0.19
H 0.47 2.28 0.20
H 6.58 1.26 3.18
H 5.51 -0.28 0.75
C 3.10 -0.34 1.73
C 1.85 0.50 1.90
C 6.45 1.16 2.08
O 5.97 2.34 1.52
H 3.24 -0.63 0.68
*
```

=====

# 2
Below is a structure of composition C5H12LuO3 in a non-equilibrium geometry, with properties calculated with ωB97M-V/def2-TZVPD.

Calculated values
Gap between HOMO and LUMO (eV): 7.668
ΔE to the lowest compared entry with this formula, charge and spin (kJ/mol): 502.25
Strongest force on any atom (eV Å⁻¹): 3.43
LUMO (eV): -3.90
HOMO (eV): -11.57
DFT total energy (eV): -45129.202

ORCA input file:
```
! wB97M-V def2-TZVPD RIJCOSX def2/J DEFGRID3
* xyz 1 1
C 1.14 1.24 0.12
H -1.81 -3.14 2.60
H -0.22 -2.91 -0.59
H 1.09 1.90 1.01
H -0.59 -0.63 -1.19
H -1.68 -3.91 0.98
H -0.14 4.71 -2.54
O 0.36 0.24 0.39
Lu -1.45 -0.11 2.66
H 1.14 -2.50 0.51
C -1.14 -3.33 1.75
H -0.78 3.45 -1.43
O -0.75 -2.07 1.22
H 0.37 4.64 -0.82
O 1.17 3.21 -2.11
C 0.28 -0.85 -0.56
H 1.82 2.94 -1.33
H -0.26 -3.89 2.10
C 0.15 -2.17 0.14
C 0.11 4.04 -1.71
H 1.19 -0.84 -1.18
*
```

=====

# 3
Below is the ion C5H12N with charge +1 in a non-equilibrium geometry, with properties calculated with ωB97M-V/def2-TZVPD.

Calculated values
Gap between HOMO and LUMO (eV): 12.135
ΔE to the lowest compared entry with this formula, charge and spin (kJ/mol): 249.33
Strongest force on any atom (eV Å⁻¹): 4.63
Structure (SMILES): CCC[NH+]1CC1
LUMO (eV): -3.26
HOMO (eV): -15.39
DFT total energy (eV): -6860.974

ORCA input file:
```
! wB97M-V def2-TZVPD RIJCOSX def2/J DEFGRID3
* xyz 1 1
H -1.14 -0.01 1.51
H 1.08 -1.04 1.03
N -1.13 0.29 0.48
H 0.34 1.49 0.39
H 2.93 0.41 -1.03
H -2.17 -1.63 0.42
H 2.85 1.09 0.56
H 1.10 -1.28 -0.64
C 1.22 -0.45 0.14
H -1.28 -1.13 -1.07
C -2.41 0.49 -0.10
H 3.48 -0.57 0.24
C 2.69 0.08 -0.01
H -3.24 0.57 0.61
C -1.87 -0.85 -0.16
C 0.17 0.60 -0.13
H 0.01 0.76 -1.20
H -2.64 1.15 -1.04
*
```

=====

# 4
Below is the ion C5H12N with charge +1 in a non-equilibrium geometry, with properties calculated with ωB97M-V/def2-TZVPD.

Calculated values
Gap between HOMO and LUMO (spin up / spin down) (eV): 7.735 / 8.863
ΔE to the lowest compared entry with this formula, charge and spin (kJ/mol): 487.35
Strongest force on any atom (eV Å⁻¹): 3.45
LUMO (spin up / spin down) (eV): -4.38 / -3.96
HOMO (spin up / spin down) (eV): -12.11 / -12.82
DFT total energy (eV): -6858.507

ORCA input file:
```
! wB97M-V def2-TZVPD RIJCOSX def2/J DEFGRID3
* xyz 1 1
N -2.31 0.73 -0.31
H 1.84 -1.35 0.81
C -0.77 -1.18 0.11
C 2.09 0.84 0.33
H 0.33 -0.01 -1.59
H 2.29 1.38 -0.71
C -1.38 0.05 0.66
H 2.96 1.11 0.97
C 1.76 -0.61 -0.04
H -2.47 0.00 -1.01
H -1.02 0.56 1.56
H -3.18 0.83 0.33
C 0.38 -0.64 -0.63
H -2.03 1.70 -0.59
H 1.17 1.30 0.76
H -1.36 -1.81 -0.50
H -0.60 -1.97 0.93
H 2.32 -0.92 -1.09
*
```

=====

# 5
Below is the ion C5H12N with charge +1 in a non-equilibrium geometry, with properties calculated with ωB97M-V/def2-TZVPD.

Calculated values
Gap between HOMO and LUMO (eV): 8.484
ΔE to the lowest compared entry with this formula, charge and spin (kJ/mol): 654.14
Strongest force on any atom (eV Å⁻¹): 6.59
Structure (SMILES): C=CC[C@@H](C)[NH3+]
LUMO (eV): -4.42
HOMO (eV): -12.90
DFT total energy (eV): -6856.779

ORCA input file:
```
! wB97M-V def2-TZVPD RIJCOSX def2/J DEFGRID3
* xyz 1 1
C 0.85 0.84 -1.94
H -1.90 1.00 2.42
C 1.18 -0.12 0.33
H -0.32 1.32 0.48
H -0.78 -1.62 -0.90
N -1.42 0.11 1.82
C -0.45 0.17 0.48
H -0.60 0.01 2.48
H -2.12 -0.54 -0.77
H 2.70 -0.21 -1.48
H -1.65 -1.55 0.48
H 2.02 0.61 0.66
H -0.20 0.96 -1.79
H -1.51 -0.96 2.22
H 1.53 -1.08 1.09
C -1.26 -0.94 -0.23
H 1.11 1.49 -2.70
C 1.62 0.02 -1.14
*
```

=====

# 6
Below is a cluster of 2 separate species, C5H12N in total in a non-equilibrium geometry, with properties calculated with ωB97M-V/def2-TZVPD.

Calculated values
Gap between HOMO and LUMO (spin up / spin down) (eV): 7.013 / 4.507
ΔE to the lowest compared entry with this formula, charge and spin (kJ/mol): 667.65
Strongest force on any atom (eV Å⁻¹): 6.32
LUMO (spin up / spin down) (eV): -11.71 / -14.22
HOMO (spin up / spin down) (eV): -18.73 / -18.73
DFT total energy (eV): -6842.744

ORCA input file:
```
! wB97M-V def2-TZVPD RIJCOSX def2/J DEFGRID3
* xyz 2 2
H 1.09 0.12 -3.22
H -2.18 -1.33 2.82
N -3.07 -0.94 2.92
C 0.10 0.61 0.55
H 2.70 1.00 -1.50
H 0.21 -0.72 -1.76
H 1.89 -1.29 -2.47
H -0.23 1.19 1.40
H -3.73 -1.50 3.39
H 1.54 2.22 0.15
C 1.22 -0.45 -2.29
H -3.39 -0.75 1.96
H -0.89 -1.29 0.87
C -0.51 -0.53 0.10
H 2.29 -0.04 -0.23
C 1.85 0.41 -1.09
C 0.92 1.44 -0.44
H 0.19 1.87 -1.15
*
```